1.
{
  "formula": "C7H18",
  "method": "ωB97M-V with the def2-TZVPD basis set",
  "species": ["C", "C", "C", "C", "H", "H", "H", "H", "H", "H", "H", "H", "H", "H", "C", "C", "C", "H", "H", "H", "H", "H", "H", "H", "H"],
  "coordinates": [[-1.524, 1.340, 1.527], [-1.210, 0.031, 0.890], [-1.987, -1.117, 1.711], [-1.916, -0.030, -0.504], [-2.606, 1.706, 1.373], [-0.655, 2.065, 1.267], [-1.703, 1.434, 2.626], [-0.118, -0.068, 0.980], [-3.041, -0.874, 1.889], [-1.971, -2.128, 1.286], [-1.610, -1.235, 2.759], [-1.560, 0.961, -1.082], [-1.752, -0.999, -0.891], [-3.009, 0.178, -0.527], [2.765, 0.606, -0.178], [2.114, 0.328, -1.515], [1.922, -1.123, -1.858], [3.855, 0.564, -0.063], [2.339, 1.550, -0.028], [2.206, -0.037, 0.463], [1.221, 0.860, -1.715], [2.663, 0.798, -2.539], [1.933, -1.774, -0.911], [1.013, -1.340, -2.514], [2.633, -1.693, -2.444]],
  "de_lowest_kcal_mol": 59.0,
  "gap_ev": 11.47,
  "e_tot_ev": -7548.556,
  "homo_energy_ev": -10.4
}

2.
{
  "formula": "C7H18",
  "method": "ωB97M-V with the def2-TZVPD basis set",
  "species": ["C", "C", "C", "C", "H", "H", "H", "H", "H", "H", "H", "H", "H", "H", "C", "C", "C", "H", "H", "H", "H", "H", "H", "H", "H"],
  "coordinates": [[0.486, -0.094, 2.094], [0.291, 1.129, 1.193], [-1.167, 1.175, 0.711], [0.628, 2.422, 1.933], [0.850, 0.219, 3.082], [1.258, -0.829, 1.857], [-0.469, -0.586, 2.262], [0.871, 1.070, 0.269], [-1.812, 1.288, 1.569], [-1.308, 1.955, -0.029], [-1.377, 0.261, 0.153], [1.713, 2.458, 2.059], [0.379, 3.301, 1.335], [0.109, 2.477, 2.889], [1.217, -1.512, -1.671], [-0.004, -1.180, -2.464], [-1.284, -1.823, -1.842], [1.625, -2.510, -1.787], [2.049, -0.814, -1.894], [1.187, -1.175, -0.628], [-0.045, -1.336, -3.541], [-0.225, -0.109, -2.440], [-2.029, -1.045, -1.694], [-1.159, -2.266, -0.859], [-1.787, -2.476, -2.556]],
  "de_lowest_kcal_mol": 18.7,
  "gap_ev": 12.16,
  "e_tot_ev": -7550.307,
  "homo_energy_ev": -11.1
}